Record 1
Computed, not measured: a cluster of 5 separate species, CH12O4 in total, with the ωB97M-V functional and the def2-TZVPD basis.

XYZ file:
```
17
Properties=species:S:1:pos:R:3:forces:R:3
O 0.6538 2.2761 -0.1052 -0.029 0.431 0.895
O -2.3730 0.0456 -0.7086 0.794 -0.240 0.020
O -1.0021 0.7833 1.5594 0.564 -0.056 0.776
O 0.4082 0.0574 -1.7259 -0.541 -0.969 0.034
C 1.3334 -2.0621 0.5763 -0.287 0.466 0.381
H -0.7399 -0.0851 1.8976 0.031 0.316 -0.138
H -2.6560 0.7798 -1.2483 -0.310 0.308 -0.263
H 0.7079 0.7690 -1.1603 0.394 0.789 0.244
H -1.4211 -0.0417 -0.9587 -0.569 -0.096 0.014
H -0.0723 1.9199 0.4550 0.351 -0.112 -0.178
H 1.1873 2.7714 0.5461 -0.212 -0.359 -0.641
H 1.6032 -3.0902 0.3687 -0.132 -0.087 -0.230
H 1.8431 -1.3606 -0.0746 0.328 -0.106 0.038
H 1.5536 -1.8631 1.6257 0.177 0.099 -0.046
H 0.5584 0.3132 -2.6318 0.088 0.247 -0.282
H -1.8592 0.6418 1.1622 -0.563 -0.213 -0.548
H 0.2748 -1.8547 0.4225 -0.084 -0.421 -0.076
```
Forces are in eV/Å.

Computed properties:
SMILES ... C.O.O.O.O
Kohn-Sham gap ... 11.91 eV
Lowest unoccupied orbital energy ... 0.6 eV
ΔE to the lowest compared entry with this formula, charge and spin ... 3.46 kcal/mol

Calculated atomic charges, method Löwdin, unit e: atom 1 (O): -0.083, atom 2 (O): -0.072, atom 3 (O): -0.056, atom 4 (O): -0.051, atom 5 (C): -0.042, atom 6 (H): 0.058, atom 7 (H): 0.041, atom 8 (H): -0.008, atom 9 (H): 0.017, atom 10 (H): 0.011, atom 11 (H): 0.067, atom 12 (H): 0.017, atom 13 (H): 0.008, atom 14 (H): 0.017, atom 15 (H): 0.051, atom 16 (H): 0.020, atom 17 (H): 0.005

=====

Record 2
Computed, not measured: a cluster of 6 separate species, C32H80B2F8N4O4 in total, with the ωB97M-V functional and the def2-TZVPD basis.

XYZ file:
```
130
Properties=species:S:1:pos:R:3:forces:R:3
F 2.1128 1.6665 -3.1698 -1.573 -0.847 -0.489
F 3.9506 2.5457 -3.9710 1.034 0.399 -2.211
F 1.0750 0.8142 0.0488 0.793 1.497 0.964
F 3.3226 3.1190 -1.8980 -0.170 -0.257 -0.125
F 1.7346 -1.2211 -0.7491 1.184 -0.440 -0.046
F 4.0423 1.0431 -2.3543 0.408 -1.274 0.086
F 0.2158 0.0497 -1.8589 -0.282 0.587 -1.634
F -0.3232 -0.9279 0.0165 -1.938 -1.138 1.583
O -4.6714 -0.3218 -0.0377 0.576 -0.087 2.093
O -2.5761 6.4880 1.1520 0.129 -0.594 1.167
O 3.6650 -0.4096 3.9289 3.103 3.168 -1.549
O 1.3642 -5.5692 2.7503 0.740 0.910 0.517
N 0.4917 -6.3442 0.0056 -2.501 1.677 1.918
N -1.2653 4.1575 -0.4212 0.741 -3.077 1.600
N -4.0112 -0.6479 -2.9688 -0.758 -1.056 0.353
N 4.5500 1.6253 1.8096 2.347 -0.822 -0.995
C 1.7843 -5.5359 0.4061 0.061 -1.223 -0.711
C 5.6838 2.2229 0.9179 -1.635 -0.188 0.427
C 0.5017 -7.6964 0.7940 1.227 0.473 -1.562
C -2.6627 1.1422 -4.3586 -0.056 -1.313 0.698
C 3.9395 0.3515 1.0412 0.994 0.226 0.079
C 3.4563 2.7147 1.9475 0.096 -3.483 -0.259
C -1.2913 3.0080 0.6202 1.284 0.085 -0.611
C -3.2396 5.2900 0.9006 -0.595 -0.213 -2.634
C 1.3385 -7.3733 -2.2094 -0.523 -0.836 -0.518
C 4.4510 0.7952 4.2874 0.233 -1.040 -1.636
C -5.1971 0.2461 -2.5890 -0.397 0.545 -0.994
C 0.3194 -6.4314 -1.5808 1.318 -1.568 1.693
C -0.8792 4.4191 -2.9639 -0.171 0.030 -0.275
C -3.0893 7.1913 2.3024 -0.445 0.353 -0.783
C -2.9696 -0.5397 -1.7231 -0.879 -0.273 -1.911
C -3.5361 -1.0691 -0.3966 0.186 0.221 -0.789
C -5.0667 -0.5245 1.3553 -1.405 0.378 -0.463
C 5.3619 1.2098 3.1087 -2.094 0.009 -0.653
C -1.5542 -4.4390 -0.1429 2.110 -0.845 0.448
C -0.9093 -5.6865 0.6375 0.047 0.665 -2.437
C 1.2345 -4.7754 3.9296 -0.637 -0.460 0.712
C -0.8923 3.4118 -1.7635 -0.649 2.425 -1.377
C -4.5107 -2.1257 -3.0390 0.504 0.273 -1.329
C 4.9807 -0.7516 0.6256 -0.945 0.833 1.339
C 1.8336 -4.7478 1.7103 -1.358 -0.375 -1.075
C -2.7206 4.7678 -0.4737 2.140 -0.008 0.373
C -5.9832 0.9150 -3.7899 0.565 -1.667 0.614
C 1.3814 4.5969 -0.2373 -0.596 -0.071 -0.349
C -3.4041 -0.2265 -4.3528 0.604 -0.037 0.182
C 3.2101 -1.0865 5.0090 -1.565 -0.712 1.326
C -0.0638 5.0675 0.0982 -1.362 0.587 -2.197
C 3.6820 3.7636 2.9525 0.369 2.812 0.814
B 0.7053 -0.3201 -0.6167 0.026 -0.341 -0.887
B 3.3492 2.1258 -2.8733 0.348 1.842 2.730
H 5.6572 -0.4249 -0.1641 -0.075 -0.116 0.121
H 1.1296 -8.4277 -2.0285 0.250 -0.061 1.197
H 2.9658 -2.0689 4.6048 -0.349 -0.106 0.553
H -3.3021 3.9971 -0.9797 -0.196 -0.187 0.573
H -1.9595 2.2152 0.2839 0.094 0.094 0.152
H -0.8107 -5.5435 1.7136 0.519 0.084 -0.305
H -4.1755 7.2596 2.2425 -0.162 0.228 -0.344
H 2.3416 -0.5297 5.3608 -0.557 -0.533 0.434
H -0.7943 3.8740 -3.9040 0.560 -0.394 0.140
H -3.3614 4.5559 1.6970 0.725 -0.008 0.241
H 4.4045 -1.6248 0.3196 -0.106 0.234 -0.380
H -2.3293 1.4566 -5.3476 -0.056 -0.539 -0.125
H 5.1574 0.5657 5.0852 -0.273 -0.068 0.346
H 3.1521 -0.0205 1.6966 0.283 -0.043 -0.088
H 2.0812 5.1178 0.4162 -0.147 -0.278 0.308
H 1.1976 -3.8677 1.6153 -0.267 0.246 0.038
H -0.9143 -3.5587 -0.2027 0.128 0.207 0.837
H -1.6397 -6.4762 0.4612 0.296 -0.268 0.163
H -2.7464 -1.0504 0.3544 0.258 0.494 -0.032
H 1.5360 3.5182 -0.2616 -0.210 -0.090 0.919
H -5.8089 -0.4208 -1.9816 -0.168 0.699 -0.067
H 0.4251 -7.5302 1.8685 0.096 0.348 -0.329
H 3.8645 -1.1830 5.8754 0.555 -0.042 -0.215
H -6.7883 1.5681 -3.4531 0.604 0.432 0.253
H -2.6702 5.5852 -1.1930 0.028 0.239 0.330
H 0.0914 2.9469 -1.8283 0.012 0.110 1.176
H 3.4870 0.7086 0.1160 -0.052 0.452 0.316
H -2.1036 -1.1113 -2.0568 0.076 0.080 0.239
H 2.0838 -4.9148 -0.4381 -0.378 0.189 0.030
H 5.5047 -1.1019 1.5149 0.347 0.073 -0.168
H 2.1529 -4.3479 4.3320 0.410 -0.232 -0.401
H 6.0264 0.4102 2.7813 -0.187 0.074 0.122
H 5.8887 3.1903 1.3766 0.422 -0.108 -0.237
H -1.6280 -4.6392 -1.2118 -0.837 -0.564 0.153
H 6.5448 1.5570 0.8605 -0.145 0.157 0.256
H -1.3939 3.2477 1.6785 -0.948 0.836 -0.328
H -0.2529 -8.4092 0.4614 -0.144 0.444 -0.264
H -5.6759 -1.4252 1.4304 0.210 -0.220 -0.009
H 3.7171 4.7623 2.5173 -0.400 0.073 -0.546
H -2.7514 0.5258 -1.7961 0.235 -0.181 0.729
H -2.4836 -4.2092 0.3782 -0.038 -0.038 -0.360
H -4.2622 5.4757 0.5720 -0.612 0.400 0.361
H 2.6218 2.0734 2.2311 -0.348 0.275 0.146
H 3.2483 2.9577 0.9055 0.251 0.615 0.228
H 2.4010 -7.1580 -2.0962 -0.220 0.142 -0.083
H -4.7108 0.9817 -1.9483 -0.674 0.218 -0.104
H 4.6112 3.8890 3.5084 0.328 -1.101 -0.082
H -0.3842 5.9360 -0.4773 0.934 0.615 0.243
H -6.5503 0.1679 -4.3452 0.194 -0.349 -0.050
H -1.5902 2.6043 -1.9851 -0.346 0.232 0.582
H 1.7725 4.7998 -1.2342 -0.714 0.696 -0.214
H -0.6290 -6.9460 -1.7349 -0.321 0.783 0.055
H 5.9631 2.0811 3.3686 -0.124 -0.086 0.112
H -2.7683 -1.0781 -4.5949 0.420 0.308 -0.013
H 1.4852 -8.0774 0.5190 -0.135 -0.488 0.440
H -1.7893 0.9547 -3.7340 0.182 0.811 0.075
H 2.5333 -6.3267 0.4470 0.086 0.024 0.076
H -4.3531 -0.5020 2.1789 0.948 -0.192 -0.706
H -3.3127 1.9505 -4.0235 0.148 -0.065 0.412
H 1.0469 -7.4911 -3.2531 0.440 0.999 -0.500
H -3.7540 -2.1336 -0.4826 -0.315 -0.247 -0.239
H -0.0745 5.1534 -2.9265 0.320 -0.331 0.201
H -4.1232 -0.1823 -5.1707 -0.680 -0.469 0.706
H 2.9079 3.8624 3.7134 -0.136 -0.469 -0.113
H 3.8240 1.6491 4.5441 -0.279 -0.240 0.302
H -2.6517 8.1821 2.1798 -0.102 -0.108 0.600
H 0.5437 -3.9464 3.7756 -0.164 0.096 -0.220
H 2.8420 -4.3522 1.8316 0.311 -0.323 0.183
H 0.4482 -5.4345 -2.0023 -0.504 0.008 0.397
H -3.7082 -2.8438 -2.8704 0.269 0.422 0.333
H -5.7373 0.2950 1.6138 -0.091 0.067 -0.369
H -4.8175 -2.3503 -4.0605 -0.121 0.414 -0.111
H 0.8158 -5.4138 4.7076 0.043 -0.031 -0.103
H -5.3681 -2.3929 -2.4213 0.270 0.698 0.357
H -1.7341 5.0386 -3.2350 -0.628 -0.185 0.909
H -5.2685 1.3330 -4.4988 -0.548 0.617 0.247
H -0.2851 5.3163 1.1360 0.154 -0.421 -0.071
H -2.9339 6.7262 3.2758 0.786 -0.166 -0.123
H 5.2498 2.3578 -0.0728 0.117 0.092 0.013
H -0.2492 2.6896 0.6477 -0.190 -0.729 -0.529
```
Forces are in eV/Å.

Computed properties:
Kohn-Sham gap (spin up / spin down) ... 10.60 / 2.57 eV
Lowest unoccupied orbital energy (spin up / spin down) ... -5.5 / -13.5 eV
Net charge ... +3
2S+1 ... 2

Atom charges from the Löwdin analysis, given in e for atoms 1 to 99: atom 1 (F): 0.397, atom 2 (F): 0.405, atom 3 (F): 0.146, atom 4 (F): 0.159, atom 5 (F): 0.147, atom 6 (F): 0.368, atom 7 (F): 0.123, atom 8 (F): 0.156, atom 9 (O): -0.212, atom 10 (O): -0.188, atom 11 (O): -0.200, atom 12 (O): -0.194, atom 13 (N): -0.171, atom 14 (N): -0.193, atom 15 (N): -0.196, atom 16 (N): -0.202, atom 17 (C): -0.058, atom 18 (C): 0.035, atom 19 (C): 0.023, atom 20 (C): -0.052, atom 21 (C): -0.115, atom 22 (C): -0.163, atom 23 (C): 0.005, atom 24 (C): -0.224, atom 25 (C): -0.076, atom 26 (C): -0.115, atom 27 (C): -0.140, atom 28 (C): -0.134, atom 29 (C): -0.051, atom 30 (C): -0.049, atom 31 (C): -0.024, atom 32 (C): -0.210, atom 33 (C): -0.046, atom 34 (C): -0.053, atom 35 (C): -0.052, atom 36 (C): -0.072, atom 37 (C): -0.076, atom 38 (C): -0.122, atom 39 (C): 0.024, atom 40 (C): -0.032, atom 41 (C): -0.216, atom 42 (C): -0.035, atom 43 (C): -0.025, atom 44 (C): -0.054, atom 45 (C): -0.138, atom 46 (C): -0.136, atom 47 (C): -0.084, atom 48 (C): -0.077, atom 49 (B): -1.454, atom 50 (B): -1.327, atom 51 (H): 0.080, atom 52 (H): 0.085, atom 53 (H): 0.082, atom 54 (H): 0.129, atom 55 (H): 0.102, atom 56 (H): 0.109, atom 57 (H): 0.092, atom 58 (H): 0.098, atom 59 (H): 0.079, atom 60 (H): 0.128, atom 61 (H): 0.079, atom 62 (H): 0.099, atom 63 (H): 0.136, atom 64 (H): 0.110, atom 65 (H): 0.088, atom 66 (H): 0.120, atom 67 (H): 0.058, atom 68 (H): 0.109, atom 69 (H): 0.122, atom 70 (H): 0.043, atom 71 (H): 0.114, atom 72 (H): 0.100, atom 73 (H): 0.100, atom 74 (H): 0.092, atom 75 (H): 0.127, atom 76 (H): 0.105, atom 77 (H): 0.090, atom 78 (H): 0.127, atom 79 (H): 0.132, atom 80 (H): 0.069, atom 81 (H): 0.082, atom 82 (H): 0.120, atom 83 (H): 0.107, atom 84 (H): 0.056, atom 85 (H): 0.107, atom 86 (H): 0.107, atom 87 (H): 0.110, atom 88 (H): 0.094, atom 89 (H): 0.085, atom 90 (H): 0.098, atom 91 (H): 0.077, atom 92 (H): 0.130, atom 93 (H): 0.126, atom 94 (H): 0.100, atom 95 (H): 0.091, atom 96 (H): 0.106, atom 97 (H): 0.093, atom 98 (H): 0.121, atom 99 (H): 0.084